Computed, not measured: a molecular structure, C57H67AsN6PS2V, with the ωB97M-V functional and the def2-TZVPD basis.

Calculated values
- Total charge: +1
- Max |F|: 0.9 eV Å⁻¹
- Multiplicity: 4
- Electronic energy: -186619.75677 eV
- Energy relative to the best compared isomer or geometry (same formula, charge and spin): 0.041 eV
- Lowest unoccupied orbital energy (alpha / beta): -2.52 / -2.52 eV
- HOMO (alpha / beta): -9.13 / -9.12 eV

The geometry in XYZ format:
```
135
Properties=species:S:1:pos:R:3:mulliken_spin:R:1
V -1.65921 -1.29866 -1.53692 2.781
N -1.96029 -3.09856 -2.82264 0.049
C -2.97104 -4.00770 -2.22812 0.017
C -3.10551 -3.79703 -0.71841 0.070
N -3.23642 -2.37904 -0.32882 -0.087
C -4.58900 -1.82567 -0.57737 0.043
C -4.75465 -1.25341 -1.97766 0.011
N -3.57504 -0.42338 -2.28054 0.039
C -2.84267 -2.15202 1.07582 0.043
C -2.45743 -0.68897 1.36865 -0.004
N -1.81377 -0.00391 0.21571 0.055
H -2.14999 -2.92987 -3.80612 0.010
H -1.03921 -3.53252 -2.79660 -0.004
H -2.72107 -5.05717 -2.40248 0.001
H -3.92496 -3.83358 -2.72073 -0.004
H -2.21303 -4.18545 -0.22492 -0.036
H -3.95954 -4.38377 -0.35711 0.003
H -4.74171 -1.01072 0.13353 -0.006
H -5.35049 -2.58600 -0.37280 0.000
H -5.68260 -0.67863 -2.02003 0.000
H -4.83217 -2.04004 -2.72585 -0.003
H -3.70565 0.48374 -1.81929 -0.002
H -3.55470 -0.17655 -3.26662 0.010
H -1.99857 -2.80600 1.27178 0.003
H -3.64366 -2.44212 1.76778 0.000
H -1.77685 -0.69823 2.22251 -0.008
H -3.33473 -0.11082 1.66688 0.001
H -0.93849 0.43200 0.49331 0.006
H -2.41829 0.75677 -0.06217 0.031
S -4.31624 2.27102 0.12613 0.000
C -3.00650 3.21952 -0.24559 -0.004
N -2.31387 3.88930 0.66001 -0.001
C -1.17626 4.72367 0.24653 0.001
C -0.37666 3.96124 -0.76428 -0.003
N -1.23839 3.62682 -1.89507 0.001
C -0.60916 3.78530 -3.21588 -0.002
C -0.47871 5.24038 -3.58232 0.000
C -1.60190 5.99478 -3.91640 0.000
C -1.46932 7.33983 -4.22067 0.000
C -0.21692 7.94492 -4.19869 0.000
C 0.90361 7.19982 -3.87006 0.000
C 0.76883 5.85197 -3.56022 0.000
C -2.51533 3.29361 -1.72787 0.004
S -3.56627 2.94788 -2.94084 0.000
C -2.71997 3.80209 2.08662 0.001
C -1.93071 4.66327 3.03460 0.000
C -0.67323 4.26203 3.48419 0.000
C 0.02745 5.02825 4.40083 0.000
C -0.53282 6.20138 4.89389 0.000
C -1.78715 6.60165 4.46298 0.000
C -2.48261 5.83390 3.53640 0.000
H -0.57549 4.96099 1.11614 0.000
H -1.53909 5.66223 -0.18186 0.000
H 0.05543 3.05288 -0.32737 0.001
H 0.43569 4.58502 -1.13504 0.000
H -1.20313 3.22744 -3.93735 0.001
H 0.38137 3.33160 -3.15336 0.002
H -2.57624 5.52191 -3.94426 0.000
H -2.34456 7.91797 -4.48475 0.000
H -0.11651 8.99274 -4.44749 0.000
H 1.88157 7.66172 -3.85876 0.000
H 1.64849 5.26742 -3.31234 0.000
H -2.64801 2.75250 2.38297 -0.001
H -3.77961 4.05614 2.12792 0.000
H -0.24425 3.33317 3.12038 0.000
H 1.00407 4.70882 4.73933 0.000
H 0.00387 6.79253 5.62346 0.000
H -2.23124 7.50744 4.85235 0.000
H -3.46368 6.14850 3.20201 0.000
C 0.48715 -3.35226 0.95687 0.005
C 1.86368 -3.79235 1.44170 0.000
As 1.62206 -4.96800 3.00176 0.000
C 3.48498 -5.10185 3.55481 0.000
C 4.50391 -5.19370 2.61149 0.000
C 5.82204 -5.36872 3.01494 0.000
C 6.13006 -5.45944 4.36328 0.000
C 5.11682 -5.37880 5.30962 0.000
C 3.80078 -5.20602 4.90780 0.000
C 1.04747 -3.52593 4.19399 0.000
C -0.26545 -3.52680 4.65460 0.000
C -0.73400 -2.49912 5.46836 0.000
C 0.11665 -1.46856 5.83770 0.000
C 1.43228 -1.46140 5.38609 0.000
C 1.89305 -2.48050 4.56581 0.000
P 0.44242 -2.10946 -0.41720 -0.001
C 1.68210 -2.87985 -1.52292 0.014
C 2.88999 -2.30437 -1.89147 0.004
C 3.75138 -2.96729 -2.75646 -0.001
C 3.41267 -4.20654 -3.27362 0.002
C 2.21185 -4.79934 -2.90218 0.003
C 1.35875 -4.14116 -2.03024 0.011
C 1.22373 -0.66190 0.37802 -0.060
C 1.24989 -0.50394 1.76384 0.020
C 1.72560 0.67159 2.33316 0.001
C 2.17810 1.70670 1.52682 0.000
C 2.13893 1.56533 0.14487 0.005
C 1.65204 0.39702 -0.42329 -0.005
H -0.08035 -2.93085 1.79136 0.006
H -0.08019 -4.22525 0.61916 -0.003
H 2.48270 -2.94195 1.73438 0.000
H 2.39093 -4.33676 0.65818 0.001
H 4.28268 -5.12863 1.55326 0.000
H 6.60659 -5.43517 2.27261 0.000
H 7.15607 -5.59693 4.67738 0.000
H 5.35156 -5.45227 6.36338 0.000
H 3.01913 -5.14600 5.65660 0.000
H -0.92973 -4.33966 4.38168 0.000
H -1.75549 -2.51495 5.82573 0.000
H -0.23721 -0.68069 6.48966 0.000
H 2.10280 -0.66446 5.68260 0.000
H 2.92075 -2.46695 4.22009 0.000
H 3.17969 -1.33647 -1.50694 0.001
H 4.69093 -2.50463 -3.02688 -0.001
H 4.07741 -4.71014 -3.96216 0.000
H 1.94949 -5.78018 -3.27633 0.000
H 0.44976 -4.64466 -1.70927 0.001
H 0.90823 -1.28871 2.42618 -0.002
H 1.75108 0.76351 3.41139 0.000
H 2.55971 2.61620 1.97239 0.000
H 2.49112 2.36215 -0.49856 0.000
H 1.59114 0.31637 -1.50114 0.019
C -0.78350 -0.02508 -3.12450 0.036
C 0.54097 -0.14767 -3.80486 0.051
C 1.50904 0.86207 -3.78513 -0.009
C 2.71971 0.74043 -4.45687 0.001
C 2.99760 -0.39403 -5.20457 -0.006
C 2.04337 -1.40386 -5.26093 0.005
C 0.85276 -1.28330 -4.56562 0.024
H -1.52666 -0.17932 -3.92133 0.015
H -0.91343 1.01613 -2.79395 -0.160
H 1.29138 1.77652 -3.24023 0.004
H 3.43952 1.54916 -4.41656 0.000
H 3.92837 -0.48220 -5.74836 0.000
H 2.23171 -2.29259 -5.85065 0.000
H 0.12559 -2.08886 -4.62639 -0.002
```